The following is a DFT calculation (ωB97M-V/def2-TZVPD) of the molecule C4H6OS at a distorted geometry.

Output
M = 102.16 g/mol
energy above the lowest of the compared OMol25 structures with the same formula, charge and spin = 276.8 kJ/mol
HOMO-LUMO gap = 0.35629 Eh
electronic energy = -629.3417 Ha
E_LUMO = 0.7 eV

The geometry in ORCA input format:
```
! wB97M-V def2-TZVPD RIJCOSX def2/J DEFGRID3
* xyz 0 1
S -0.38880 0.73680 -2.24311
O -1.39893 1.67137 -2.72947
C 0.39885 1.91284 0.65552
C -0.07213 0.98061 -0.44413
C -1.75114 -1.18653 -0.31275
C -0.88766 -0.04936 -0.65929
H -0.30699 1.98281 1.47352
H -1.35414 -1.46715 0.67940
H 1.39833 1.55218 0.96325
H 0.48003 2.85018 0.12706
H -1.57737 -1.98919 -1.03826
H -2.77257 -0.97614 -0.48287
*
```